No. 1
59
Properties=species:S:1:pos:R:3:forces:R:3 method="wB97M-V/def2-TZVPD" homo_lumo_gap_ev=9.9 multiplicity=1 total_energy_ev=-37566.0971 fmax_ev_per_a=3.31 smiles=OCCO.OCCO.OCCO.OCCO.OCCO.O.O.O de_lowest_kj_mol=329.03 total_charge=0
O -1.8604 -3.7956 0.1872 -2.7 -0.5 -0.2
C -3.1894 -4.3625 -0.1437 1.6 -1.5 -2.5
C -3.1041 -5.0360 -1.6087 -0.4 1.2 0.8
O -2.7732 -4.1305 -2.6351 0.3 1.8 -0.2
H -2.0108 -2.9790 -0.2947 1.0 0.6 0.0
H -3.4916 -5.2266 0.4480 0.5 0.3 0.6
H -4.0049 -3.6397 -0.1202 0.3 0.3 0.1
H -4.1260 -5.3308 -1.8471 0.0 -1.1 0.4
H -2.2915 -5.7592 -1.6778 -0.6 -0.8 0.8
H -2.9332 -4.5165 -3.4993 0.0 -0.1 0.2
O 3.3737 -5.4822 -0.8800 1.0 1.3 -0.9
C 3.0361 -4.1888 -1.4640 -0.6 0.3 0.6
C 3.0635 -2.9570 -0.5050 0.8 -1.2 1.9
O 4.3776 -2.7076 0.0680 0.2 0.4 -1.4
H 2.7690 -5.8604 -0.2375 -0.5 0.7 -0.1
H 3.6600 -3.9523 -2.3259 0.6 -0.7 0.3
H 2.0435 -4.2519 -1.9099 -0.3 0.1 0.2
H 2.3705 -3.1744 0.3077 -0.2 -0.1 0.1
H 2.7414 -1.9909 -0.8936 0.0 -0.4 -0.7
H 4.5982 -2.9183 0.9782 -1.0 -0.5 -0.1
O -1.5742 -0.2444 3.0436 0.2 1.4 0.2
C -0.6576 0.7870 2.5494 -1.2 -0.9 -1.3
C -1.0759 1.3499 1.1275 -1.0 1.4 2.3
O -1.0424 0.3849 0.1625 1.1 -1.6 -1.0
H -1.5080 -1.0786 2.5731 0.4 0.2 -0.4
H -0.6426 1.6139 3.2594 -0.4 -0.1 0.1
H 0.3454 0.3606 2.5659 0.1 0.1 -0.5
H -0.5821 2.3108 0.9829 1.5 -0.3 -0.6
H -2.0666 1.8040 1.1092 -0.8 -0.5 1.0
H -1.4837 0.6109 -0.6596 0.0 0.4 0.2
O -3.1135 2.0004 -4.2662 0.8 -0.1 -1.3
C -3.1901 1.4193 -5.6058 -1.4 -0.6 1.0
C -1.9989 1.5274 -6.5343 -0.2 0.0 0.6
O -2.3981 0.9030 -7.7523 0.1 0.4 -0.1
H -3.9611 1.8517 -3.8407 -0.1 0.0 -0.1
H -3.3932 0.3525 -5.5114 0.1 -0.3 0.2
H -4.0904 1.7763 -6.1059 0.1 0.5 -0.2
H -1.1509 1.0028 -6.0941 0.2 0.2 0.0
H -1.7479 2.5743 -6.7045 0.1 -0.1 -0.3
H -2.1078 -0.0117 -7.7778 0.1 0.1 0.2
O 5.3175 3.1953 2.1361 0.4 -0.6 0.5
C 5.3822 3.9048 0.9192 -1.7 -0.2 -0.5
C 4.6637 3.0927 -0.2262 0.0 0.1 1.3
O 5.3908 1.9812 -0.6541 1.4 -0.2 -1.2
H 6.1383 2.7276 2.3072 0.0 -0.1 -0.1
H 4.7670 4.7722 1.1584 -0.1 0.3 -0.5
H 6.3807 4.2835 0.7009 0.1 -0.4 -0.3
H 4.4170 3.7193 -1.0834 0.5 0.1 -0.2
H 3.6929 2.7280 0.1091 -0.2 0.4 0.6
H 5.2743 1.1239 -0.2381 -0.6 0.5 0.5
O -3.5337 1.3326 6.3271 -0.3 0.1 0.0
H -3.3337 0.6600 5.6761 0.1 -0.2 -0.2
H -2.6855 1.7232 6.5371 0.3 0.1 0.2
O 0.0698 3.1852 7.8573 -0.1 -0.1 0.2
H -0.1633 3.7900 7.1529 -0.2 0.3 -0.2
H 0.9518 2.8867 7.6353 0.2 -0.1 0.0
O -2.1652 5.1741 5.2109 0.3 -0.1 0.1
H -2.8527 4.6227 4.8373 -0.2 -0.2 0.0
H -2.5206 6.0620 5.1692 0.0 0.2 0.0

---

No. 2
34
Properties=species:S:1:pos:R:3:forces:R:3 method="wB97M-V/def2-TZVPD" homo_lumo_gap_ev="5.6 / 5.6" multiplicity=3 total_energy_ev=-181755.7721 fmax_ev_per_a=4.20 de_lowest_kj_mol=54.93 s_squared=2.002 total_charge=-1
C -2.2482 -0.9560 -0.9332 -0.7 -0.4 0.6
C -1.6246 -1.5012 0.2403 -1.5 0.6 0.5
C -1.3259 -0.4086 1.0978 -1.1 0.1 0.5
H -1.4798 -2.5538 0.4974 0.0 0.6 -0.4
C -1.7139 0.8164 0.4510 -0.9 -0.7 0.2
C -2.2908 0.4641 -0.8187 -0.6 -0.3 1.3
H -2.8374 1.1416 -1.4696 0.5 -0.2 -0.1
H -2.7729 -1.5613 -1.6763 0.7 0.4 0.0
H -0.9439 -0.5055 2.1187 0.1 0.1 -0.6
H -1.6056 1.8188 0.8711 0.0 -0.5 -0.2
Tm 0.0668 -0.1856 -0.8063 3.6 0.4 -2.0
Br 0.7877 -2.5843 -1.6101 0.2 -0.1 0.3
C 2.2792 0.5749 -4.1810 -0.4 -0.5 0.1
C 1.1769 1.3662 -4.6220 -0.4 -0.4 0.2
C 0.1827 0.4855 -5.1524 0.5 -0.2 0.4
H 1.1188 2.4572 -4.6011 0.0 -0.3 0.0
C 0.6723 -0.8490 -5.0333 0.6 0.5 0.2
C 1.9707 -0.7952 -4.4398 -0.6 0.6 -0.3
H 2.6179 -1.6496 -4.2444 -0.2 0.3 0.0
H 3.2177 0.9525 -3.7684 -0.3 -0.1 -0.1
H -0.7657 0.7839 -5.6023 0.3 -0.1 0.1
H 0.1624 -1.7541 -5.3698 0.1 0.3 0.2
Se 1.6475 1.2470 1.1899 0.2 0.0 -0.7
C 0.9739 0.7987 2.9037 -0.5 -0.3 1.2
C 0.0739 1.6177 3.6411 0.6 -0.6 -0.3
C -0.5045 1.1445 4.8235 0.1 0.0 0.1
C -0.1746 -0.1075 5.3528 0.0 0.0 -0.5
C 0.7764 -0.8761 4.6707 0.0 0.0 0.3
C 1.3600 -0.4306 3.4877 -0.2 0.5 -0.1
H -0.1289 2.6300 3.2866 -0.1 -0.4 0.0
H -1.2207 1.7644 5.3589 0.1 0.0 -0.1
H -0.6600 -0.4880 6.2615 0.3 0.2 -0.4
H 1.0751 -1.8394 5.0822 0.0 0.2 -0.1
H 2.1379 -1.0175 2.9937 -0.4 0.1 0.1

---

No. 3
23
Properties=species:S:1:pos:R:3:forces:R:3 method="wB97M-V/def2-TZVPD" homo_lumo_gap_ev="5.0 / 5.1" multiplicity=1 total_energy_ev=-24222.1183 fmax_ev_per_a=4.28 de_lowest_kj_mol=388.05 total_charge=+1
C 0.9333 2.0397 0.3582 0.2 -1.8 -1.0
C 2.3453 0.6201 -0.5478 -3.8 0.3 1.9
C 1.0782 0.1727 -0.9159 1.4 2.8 1.2
C -0.7622 -0.9140 -1.9026 1.8 -0.6 1.1
C -1.1850 1.0868 -0.6140 1.3 -1.5 0.3
C 3.5861 -0.0327 -0.4677 3.2 1.3 0.4
C -3.1986 -1.2037 2.9537 0.5 -0.7 1.0
N 2.1878 1.7186 0.3294 -0.6 0.3 -1.1
N 0.1739 1.1025 -0.3549 -0.7 0.5 -0.4
N 0.5723 -0.7934 -1.7308 -0.8 -0.6 -0.8
N -1.5645 0.0068 -1.4093 -2.0 1.2 0.6
S -2.4855 -0.9876 1.3026 0.3 0.3 -1.0
H 0.4389 2.8496 0.8218 -0.2 0.7 0.6
H -1.1374 -1.8866 -2.1695 -0.4 0.1 -0.8
H -1.7252 2.0245 -0.6195 -0.3 -0.3 0.2
H 4.3813 0.6810 -0.7260 -0.1 -0.3 -0.7
H 3.9083 -0.2019 0.5433 -0.5 -0.3 0.9
H 3.6938 -0.9291 -0.9584 0.2 -1.9 -1.5
H -3.4478 -2.3296 3.1481 0.3 1.9 -0.8
H -4.1797 -0.5937 3.0097 1.9 -0.9 0.5
H -2.2836 -1.0387 3.6852 -2.5 0.3 -1.0
H 1.2772 -1.2704 -2.2982 -0.8 -0.4 0.2
H -2.6070 -0.1209 -1.4376 1.4 -0.3 0.0